The following is a quantum chemistry calculation of a structure of composition C16H19CuF6N4O2PS2, from OMol25.

Geometry (Å):
Cu 0.4590 -0.9171 -1.5346
C -4.9722 1.9596 -4.7268
C -3.7908 1.9846 -3.7943
C -2.8965 3.0514 -3.8118
C -1.8206 3.0978 -2.9384
C -1.6445 2.0595 -2.0370
C -2.5309 0.9909 -1.9888
C -3.5897 0.9549 -2.8774
S -0.3238 2.1423 -0.8809
O -0.8368 1.7617 0.4014
O 0.3572 3.3974 -1.0391
N 0.6528 0.9627 -1.4886
C 1.9960 0.8474 -1.1719
C 2.8643 1.7771 -0.5920
C 4.1443 1.3534 -0.3292
C 4.5410 0.0395 -0.6041
C 3.6247 -0.8187 -1.1532
N 2.3931 -0.4042 -1.4824
H -4.7289 2.4201 -5.6844
H -5.8084 2.5154 -4.2963
H -5.3109 0.9401 -4.9093
H -3.0428 3.8569 -4.5221
H -1.1170 3.9189 -2.9499
H -2.4021 0.2004 -1.2598
H -4.2762 0.1165 -2.8530
H 2.5165 2.7691 -0.3491
H 4.8484 2.0423 0.1211
H 5.5407 -0.3045 -0.3851
H 3.8601 -1.8496 -1.3837
F -0.4834 -2.4714 -0.3385
P -0.7929 -3.3655 -1.7044
F 0.7613 -2.9200 -2.1631
F -1.2397 -1.8802 -2.3818
F -1.0120 -4.0652 -3.0974
F -0.2396 -4.6652 -1.0125
F -2.2789 -3.5987 -1.2336
S 1.5524 -0.6460 1.6749
C 1.3064 -1.0092 3.2955
N 2.3067 -1.4430 4.0878
C 2.1777 -1.7446 5.5074
C 1.0460 -0.9196 6.0919
C -0.2028 -1.1459 5.2603
N 0.0971 -0.8622 3.8648
H 3.1879 -1.5661 3.6202
H 3.1211 -1.5086 5.9978
H 1.9814 -2.8104 5.6575
H 1.3147 0.1384 6.0587
H 0.8683 -1.1997 7.1295
H -1.0082 -0.4872 5.5807
H -0.5491 -2.1774 5.3757
H -0.6206 -0.5180 3.2490

Results
Gap between HOMO and LUMO (spin up / spin down) (eV): 8.564 / 6.279
Spin multiplicity: 2
E_HOMO (spin up / spin down) (eV): -8.159 / -8.155
<S²>: 0.7533

Löwdin population analysis, charges in e, atoms 1 to 6:
1. Cu 0.699
2. C -0.048
3. C -0.263
4. C -0.031
5. C -0.042
6. C -0.291

---

The following is a quantum chemistry calculation of a structure of composition C16H19F5FeN3Se2, from OMol25.

Geometry (Å):
Fe -0.1847 0.2516 0.3143
C -0.4519 1.1842 4.0011
Se -0.1878 -0.3891 2.9004
C -1.9159 -1.2446 3.1299
C -2.0150 -2.4054 2.1532
Se -2.0276 -1.6833 0.3480
C -1.4632 -3.2513 -0.6464
H -1.4154 1.6271 3.7691
H 0.3330 1.8925 3.7470
H -0.3833 0.9031 5.0471
H -2.6993 -0.5052 2.9699
H -1.9660 -1.6055 4.1555
H -2.9416 -2.9569 2.2981
H -1.1771 -3.0946 2.2532
H -0.4862 -3.5841 -0.3073
H -1.4123 -2.9656 -1.6941
H -2.2073 -4.0320 -0.5179
N 2.1995 0.1889 -2.2155
C 0.9082 0.1365 -2.7168
C 0.7708 0.3014 -4.1037
C -0.4824 0.2517 -4.6520
C -1.5809 0.0554 -3.8128
C -1.3467 -0.0838 -2.4724
N -0.1159 -0.0710 -1.9051
C 2.7291 0.2251 -0.9427
C 4.1367 0.2867 -0.9041
C 4.7870 0.3640 0.2921
C 4.0252 0.3791 1.4620
C 2.6695 0.3013 1.3398
N 1.9790 0.2113 0.1668
H 2.8989 0.2890 -2.9312
H 1.6458 0.4734 -4.7162
H -0.6140 0.3808 -5.7180
H -2.5920 0.0336 -4.1907
H -2.1808 -0.1818 -1.7911
H 4.6876 0.2779 -1.8352
H 5.8670 0.4167 0.3239
H 4.4744 0.4501 2.4409
H 2.0682 0.3170 2.2318
F -0.2834 2.6171 0.8324
C -1.2497 1.9779 -0.0336
F -1.2081 2.6527 -1.2067
C -2.5778 2.3384 0.6266
F -3.5885 1.8458 -0.1084
F -2.7624 3.6476 0.7685
F -2.6625 1.7766 1.8502

Results
Gap between HOMO and LUMO (spin up / spin down) (eV): 8.622 / 8.680
Spin multiplicity: 5
E_HOMO (spin up / spin down) (eV): -11.277 / -11.585
<S²>: 6.0125
Charge: +1

Löwdin population analysis, charges in e, atoms 1 to 6:
1. Fe 0.508
2. C -0.322
3. Se 1.003
4. C -0.519
5. C -0.518
6. Se 0.999

---

The following is a quantum chemistry calculation of a structure of composition C16H19F6N4O2PS2W, from OMol25.

Geometry (Å):
W -1.7477 0.2689 0.7661
C 4.4815 -4.9554 -0.0917
C 3.6086 -3.7565 0.0394
C 4.1603 -2.4767 0.1951
C 3.3607 -1.3623 0.2867
C 1.9705 -1.5231 0.2233
C 1.3894 -2.7927 0.0730
C 2.2059 -3.8899 -0.0183
S 0.9940 -0.1537 0.3606
O -0.2290 -0.2478 -0.5742
O 1.7077 1.0757 0.3177
N -0.0557 -0.2196 1.6468
C -0.1679 0.5357 2.8512
C 0.6366 0.6836 3.9482
C 0.0890 1.4656 4.9681
C -1.1852 2.0151 4.8551
C -1.9312 1.8119 3.7118
N -1.3869 1.0886 2.7168
H 5.4655 -4.7852 0.3392
H 4.6131 -5.1796 -1.1545
H 4.0239 -5.8265 0.3746
H 5.2351 -2.3625 0.2398
H 3.7916 -0.3756 0.3955
H 0.3140 -2.9058 0.0174
H 1.7734 -4.8738 -0.1411
H 1.6072 0.2164 4.0259
H 0.6654 1.6307 5.8696
H -1.6105 2.6044 5.6556
H -2.9294 2.2043 3.5732
S -1.6553 2.4846 0.1936
C -1.3324 2.6123 -1.5774
N -0.0856 2.7095 -1.9600
C 0.2876 3.0173 -3.3629
C -0.8592 3.7600 -4.0270
C -2.1602 2.9991 -3.8415
N -2.3481 2.7146 -2.3983
H 0.6457 2.6173 -1.2667
H 0.5201 2.0788 -3.8677
H 1.1905 3.6228 -3.3272
H -0.6531 3.8673 -5.0907
H -0.9482 4.7627 -3.6066
H -2.1635 2.0520 -4.3820
H -3.0178 3.5832 -4.1681
H -3.2848 2.6932 -2.0197
F -2.6680 -0.8810 -0.8338
P -3.6842 -2.3111 -0.3297
F -3.4321 -0.1291 1.4069
F -2.4610 -2.4705 0.6487
F -4.8206 -1.3534 -0.6650
F -4.5459 -3.2100 0.5484
F -3.3736 -3.1336 -1.5442

Results
Gap between HOMO and LUMO (spin up / spin down) (eV): 6.520 / 6.241
Spin multiplicity: 2
E_HOMO (spin up / spin down) (eV): -17.777 / -17.776
<S²>: 0.7575
Charge: +3

Löwdin population analysis, charges in e, atoms 1 to 6:
1. W 1.632
2. C -0.005
3. C -0.193
4. C 0.019
5. C -0.013
6. C -0.327

---

The following is a quantum chemistry calculation of a cluster of 3 separate species, C16H19FN3O8 in total, from OMol25.

Geometry (Å):
N -3.3477 -3.0747 -0.0433
C -3.1075 -1.8672 -0.7978
C -4.0802 -0.6901 -0.5448
N -3.4700 0.5451 -0.1109
C -2.4555 0.4017 0.9001
C -1.4220 -0.6953 0.6451
F -1.3467 -1.5608 1.6865
N -1.6908 -1.4576 -0.6000
H -2.9902 -2.9963 0.9056
H -4.3451 -3.2263 0.0471
H -3.1993 -2.1504 -1.8354
H -4.5980 -0.4836 -1.4656
H -4.8366 -1.0094 0.1600
H -3.1837 1.1395 -0.8741
H -2.8718 0.2633 1.8881
H -1.9055 1.3265 0.9427
H -0.4495 -0.2485 0.5463
H -1.0599 -2.2596 -0.6870
H -1.4443 -0.8325 -1.3739
C 1.4330 0.9075 5.5220
C 0.8943 0.5025 4.3677
C 1.4461 0.9382 3.0414
O 0.9066 0.5237 2.0200
C 2.5820 1.8310 3.0237
C 3.1278 2.2423 4.1798
C 2.5899 1.7955 5.5115
O 3.1436 2.1949 6.5128
O 4.1612 3.0569 4.2319
O -0.1580 -0.3147 4.3153
H 1.0455 0.5986 6.4824
H 2.9607 2.1457 2.0617
H 4.3629 3.1956 5.1805
H -0.3371 -0.4807 3.3730
C 0.4157 -0.7057 -4.3343
C 1.4556 -1.1497 -5.0607
C 2.8088 -0.4922 -4.9887
O 3.7016 -0.9632 -5.6585
C 2.9629 0.6690 -4.1215
C 1.9217 1.1093 -3.4057
C 0.5839 0.4338 -3.4597
O -0.3151 0.8837 -2.7547
O 1.9988 2.1642 -2.5999
O 1.3696 -2.1777 -5.8754
H -0.5610 -1.1679 -4.3835
H 3.9324 1.1452 -4.0875
H 1.1152 2.2834 -2.2037
H 2.2560 -2.2929 -6.2786

Results
Gap between HOMO and LUMO (eV): 7.681
E_HOMO (eV): -11.936
Charge: +1

Löwdin population analysis, charges in e, atoms 1 to 6:
1. N 0.084
2. C -0.318
3. C -0.131
4. N -0.030
5. C -0.112
6. C -0.282

---

The following is a quantum chemistry calculation of a structure of composition C16H19I2N7O6ReS, from OMol25.

Geometry (Å):
Re -1.9637 0.3785 1.4530
I -2.1389 -2.0187 2.8915
C -3.7242 -1.1265 4.0227
I -3.5748 0.9865 3.7134
H -3.5919 -1.3451 5.0761
H -4.6840 -1.4591 3.6453
N -2.3926 2.2170 0.2726
C -3.6107 2.0344 -0.5809
C -4.2825 0.6757 -0.3491
O -5.2658 0.3724 -0.9483
O -3.6637 -0.0808 0.5521
H -2.5441 3.0094 0.8837
H -1.6050 2.4640 -0.3199
H -3.3506 2.0948 -1.6349
H -4.3477 2.8060 -0.3716
O 5.0852 -0.7189 -3.1672
S 5.0493 -1.4094 -4.4178
O 5.7543 -2.6524 -4.5346
O 4.7965 -0.6187 -5.6059
C 3.1632 -2.1544 -4.5182
N 2.8509 -2.9640 -5.4726
C 1.5837 -3.3672 -5.4684
C 0.6898 -2.9286 -4.4930
C 1.1759 -2.0715 -3.5217
N 2.4555 -1.6745 -3.5551
C 0.3890 -1.5032 -2.3977
C -0.7818 -2.0740 -1.9163
C -1.4184 -1.5046 -0.8320
N -0.9557 -0.4006 -0.2217
C 0.1660 0.1669 -0.7059
C 0.8633 -0.3513 -1.7679
H 1.2815 -4.0439 -6.2575
H -0.3464 -3.2362 -4.5199
H -1.1961 -2.9698 -2.3583
H -2.3267 -1.9377 -0.4362
H 0.5144 1.0610 -0.2051
H 1.7829 0.1054 -2.1072
C 2.4416 2.8050 4.1892
N 1.6474 1.8115 3.4751
C 2.1061 0.4676 3.1751
C 0.9043 -0.1215 2.4702
O 0.7918 -1.2344 2.0324
N -0.0912 0.8741 2.3996
C 0.4191 1.9737 3.0131
N -0.2491 3.1215 3.1094
H 3.2195 2.2910 4.7463
H 1.8236 3.3489 4.9032
H 2.9151 3.5071 3.5021
H 2.3441 -0.0959 4.0792
H 2.9855 0.4557 2.5284
H -1.2409 3.1247 2.9564
H 0.1469 3.9100 3.5949

Results
Gap between HOMO and LUMO (spin up / spin down) (eV): 7.899 / 6.924
Spin multiplicity: 4
E_HOMO (spin up / spin down) (eV): -14.691 / -14.569
<S²>: 3.7689
Charge: +2

Löwdin population analysis, charges in e, atoms 1 to 6:
1. Re 0.932
2. I 1.125
3. C -0.956
4. I 0.998
5. H -0.010
6. H -0.001

---

Number 1 is which compound? C16H19CuF6N4O2PS2